Entry 1:
Below is a structure of composition C19H24I2N6OPdS, with properties calculated with ωB97M-V with the def2-TZVPD basis set.

Geometry as ORCA input:
```
! RIJCOSX wB97M-V def2-TZVPD def2/J DEFGRID3
* xyz 0 3
Pd 0.558 0.207 0.316
I -6.086 -0.774 3.140
C -4.691 -0.947 1.575
C -3.724 -1.953 1.766
C -2.718 -2.353 0.914
I -1.710 -4.123 1.392
C -2.174 -1.652 -0.213
O -1.329 -2.094 -0.989
C -2.576 -0.204 -0.318
C -1.839 2.062 -0.226
N -0.809 2.662 0.607
C -1.088 2.615 2.032
C -1.080 1.234 2.663
C -2.013 0.954 3.651
C -1.992 -0.271 4.296
C -1.019 -1.189 3.947
C -0.129 -0.846 2.946
N -0.155 0.329 2.304
C -4.911 -0.130 0.478
H -3.837 -2.544 2.665
H -2.858 2.317 0.096
H -1.716 2.413 -1.253
H -0.649 3.619 0.326
H -2.060 3.064 2.279
H -0.323 3.211 2.537
H -2.766 1.691 3.894
H -2.733 -0.504 5.050
H -0.962 -2.166 4.405
H 0.628 -1.547 2.618
H -5.869 0.367 0.389
S -4.378 0.898 -1.988
C -3.991 0.131 -0.549
N -1.620 0.625 -0.204
C 2.930 1.687 -1.620
N 1.876 1.677 -2.616
C 1.317 2.994 -2.878
C 1.032 0.584 -2.661
N 1.001 -0.266 -1.685
N 0.253 0.480 -3.778
C 0.736 0.884 -5.086
C -0.837 -0.484 -3.787
H 3.671 2.429 -1.921
H 3.405 0.712 -1.567
H 2.562 1.951 -0.619
H 0.986 3.461 -1.941
H 0.465 2.925 -3.547
H 2.072 3.637 -3.333
H 0.432 -1.086 -1.871
H 1.674 1.422 -4.989
H 0.006 1.526 -5.585
H 0.903 0.004 -5.714
H -1.356 -0.474 -2.832
H -0.487 -1.501 -3.994
H -1.549 -0.194 -4.558
*
```

## Properties
<S²>: 2.047
relative energy (zero: lowest compared OMol25 entry of this formula, charge and spin): 7.59 kcal/mol
LUMO energy (spin up / spin down): 0.19 / -1.24 eV


Entry 2:
Below is the molecule C19H24N3O7P, with properties calculated with ωB97M-V with the def2-TZVPD basis set.

Geometry as ORCA input:
```
! RIJCOSX wB97M-V def2-TZVPD def2/J DEFGRID3
* xyz 0 1
C -2.852 -3.340 0.356
C -1.714 -2.953 -0.576
C -2.214 -2.267 -1.838
O -0.861 -2.072 0.166
P 0.589 -1.687 -0.394
O 1.161 -2.642 -1.346
O 1.421 -1.458 0.945
C 2.410 -2.416 1.353
C 3.688 -1.651 1.667
C 1.882 -3.188 2.552
C 0.413 0.109 -0.886
N -0.303 0.764 0.171
C -1.657 0.955 0.154
C -2.363 0.933 1.368
C -3.717 1.155 1.404
C -4.405 1.414 0.219
N -5.815 1.624 0.245
O -6.380 1.827 -0.813
O -6.376 1.584 1.324
C -3.718 1.472 -0.992
C -2.362 1.248 -1.025
C 1.817 0.593 -1.074
C 2.545 0.138 -2.172
C 3.877 0.482 -2.335
C 4.508 1.284 -1.401
C 3.779 1.735 -0.309
N 4.425 2.554 0.688
O 5.568 2.897 0.480
O 3.786 2.842 1.678
C 2.442 1.399 -0.137
H -3.417 -2.453 0.633
H -3.513 -4.044 -0.139
H -2.458 -3.797 1.260
H -1.126 -3.834 -0.857
H -2.877 -2.933 -2.382
H -2.753 -1.357 -1.584
H -1.366 -2.021 -2.474
H 2.582 -3.101 0.514
H 3.497 -0.907 2.437
H 4.451 -2.339 2.019
H 4.050 -1.148 0.774
H 2.608 -3.934 2.863
H 1.694 -2.508 3.380
H 0.951 -3.686 2.290
H -0.138 0.168 -1.826
H 0.056 0.496 1.080
H -1.826 0.721 2.280
H -4.267 1.123 2.331
H -4.267 1.694 -1.894
H -1.842 1.318 -1.967
H 2.063 -0.503 -2.894
H 4.425 0.118 -3.190
H 5.546 1.562 -1.498
H 1.915 1.782 0.722
*
```

## Properties
LUMO energy: -0.70 eV
SMILES: CC(C)OP(=O)(OC(C)C)[C@@H](Nc1ccc([N+](=O)[O-])cc1)c1cccc([N+](=O)[O-])c1


Entry 3:
Below is the molecule C19H24N4O3, with properties calculated with ωB97M-V with the def2-TZVPD basis set.

Geometry as ORCA input:
```
! RIJCOSX wB97M-V def2-TZVPD def2/J DEFGRID3
* xyz 0 1
H -0.340 -2.261 7.689
N -1.277 -2.646 7.649
C -1.708 -2.685 6.465
N -2.938 -3.154 6.057
C -3.051 -3.043 4.688
C -1.917 -2.498 4.242
C -1.545 -2.230 2.842
O -2.257 -2.674 1.951
N -0.419 -1.529 2.578
C 0.361 -0.686 3.495
C 0.956 0.378 2.572
C -0.022 1.534 2.368
C 1.210 -0.443 1.302
N 1.488 0.347 0.126
C 2.153 -0.182 -0.937
O 2.549 -1.334 -0.941
C 2.364 0.750 -2.110
C 2.009 0.070 -3.451
C 1.291 1.010 -4.384
C 1.991 1.783 -5.304
C 1.316 2.675 -6.125
C -0.061 2.803 -6.035
C -0.784 2.040 -5.122
C -2.277 2.185 -5.005
C -0.091 1.149 -4.308
C -0.039 -1.319 1.184
O -1.066 -2.273 5.324
H -3.607 -3.531 6.702
H -3.911 -3.359 4.125
H -0.269 -0.251 4.267
H 1.144 -1.269 3.985
H 1.894 0.759 2.980
H -0.966 1.189 1.942
H -0.244 2.012 3.323
H 0.385 2.309 1.716
H 2.071 -1.092 1.465
H 1.118 1.278 0.055
H 3.411 1.055 -2.103
H 1.767 1.656 -1.986
H 1.376 -0.795 -3.250
H 2.913 -0.318 -3.919
H 3.067 1.678 -5.384
H 1.866 3.268 -6.845
H -0.584 3.495 -6.685
H -2.737 1.265 -4.647
H -2.536 2.979 -4.301
H -2.725 2.441 -5.965
H -0.645 0.537 -3.603
H -0.838 -0.808 0.639
H 0.157 -2.263 0.678
*
```

## Properties
relative energy (zero: lowest compared OMol25 entry of this formula, charge and spin): 40.09 kcal/mol
LUMO energy: 0.52 eV
SMILES: [H]/N=c1/[nH]cc(C(=O)N2C[C@H](C)[C@H](NC(=O)CCc3cccc(C)c3)C2)o1


Entry 4:
Below is the molecule C19H24N4O4S, with properties calculated with ωB97M-V with the def2-TZVPD basis set.

Geometry as ORCA input:
```
! RIJCOSX wB97M-V def2-TZVPD def2/J DEFGRID3
* xyz 0 1
C -2.870 2.465 -3.867
C -2.110 3.206 -2.772
C -1.528 4.523 -3.287
C -0.732 5.230 -2.188
C -0.141 6.546 -2.682
C 0.372 4.289 -1.699
N -0.160 3.021 -1.243
S -0.818 3.027 0.297
O -2.248 3.169 0.301
O -0.044 3.928 1.097
C -0.421 1.345 0.781
C 0.911 1.010 0.935
C 1.255 -0.282 1.292
C 0.255 -1.234 1.494
C 0.539 -2.640 1.901
O -0.232 -3.313 2.539
N 1.761 -3.113 1.466
C 2.257 -4.364 1.711
N 3.371 -4.822 1.232
N 3.500 -6.078 1.715
C 2.467 -6.315 2.456
C 2.165 -7.534 3.185
C 1.460 -7.434 4.516
C 0.723 -7.956 3.333
O 1.624 -5.246 2.497
C -1.084 -0.871 1.360
C -1.424 0.420 0.997
C -0.973 2.336 -2.225
H -3.286 1.537 -3.484
H -3.686 3.079 -4.241
H -2.209 2.230 -4.699
H -2.790 3.422 -1.942
H -2.336 5.171 -3.634
H -0.870 4.323 -4.138
H -1.398 5.425 -1.341
H 0.536 6.371 -3.516
H 0.412 7.037 -1.885
H -0.932 7.214 -3.016
H 0.904 4.725 -0.852
H 1.085 4.084 -2.505
H 1.658 1.772 0.784
H 2.295 -0.528 1.445
H 2.346 -2.557 0.860
H 2.923 -8.292 3.048
H 1.763 -8.122 5.290
H 1.211 -6.446 4.872
H 0.507 -9.012 3.275
H -0.027 -7.323 2.885
H -1.842 -1.616 1.548
H -2.451 0.730 0.888
H -1.374 1.441 -1.742
H -0.313 2.024 -3.042
*
```

## Properties
relative energy (zero: lowest compared OMol25 entry of this formula, charge and spin): 89.41 kcal/mol
LUMO energy: -0.28 eV
SMILES: C[C@@H]1C[C@H](C)CN(S(=O)(=O)c2ccc(C(=O)Nc3nnc(C4CC4)o3)cc2)C1


Entry 5:
Below is the molecule C19H24N4O6S, with properties calculated with ωB97M-V with the def2-TZVPD basis set.

Geometry as ORCA input:
```
! RIJCOSX wB97M-V def2-TZVPD def2/J DEFGRID3
* xyz 0 1
C 6.575 5.625 2.886
C 5.404 5.680 3.857
O 4.577 4.522 3.753
C 3.670 4.537 2.752
O 3.522 5.455 1.980
N 2.909 3.414 2.739
C 3.164 2.237 3.539
C 3.644 1.097 2.635
N 2.679 0.878 1.574
C 1.944 -0.255 1.572
O 2.124 -1.155 2.368
C 0.885 -0.380 0.494
S 0.133 -2.027 0.728
C -1.030 -1.864 -0.535
N -1.210 -0.837 -1.315
N -2.224 -1.159 -2.137
C -2.618 -2.361 -1.827
C -3.687 -3.086 -2.467
C -4.362 -2.447 -3.508
C -5.401 -3.083 -4.167
O -6.121 -2.549 -5.191
C -5.795 -1.249 -5.624
C -5.758 -4.374 -3.770
C -5.095 -5.010 -2.742
C -4.048 -4.385 -2.068
O -3.346 -4.939 -1.050
C -3.677 -6.237 -0.621
O -1.885 -2.867 -0.801
C 2.454 2.055 0.766
C 1.967 3.203 1.663
H 7.217 6.487 3.041
H 7.153 4.717 3.042
H 6.205 5.641 1.864
H 5.751 5.681 4.893
H 4.797 6.570 3.665
H 3.911 2.469 4.295
H 2.231 1.940 4.032
H 3.738 0.169 3.200
H 4.609 1.357 2.188
H 0.094 0.364 0.588
H 1.304 -0.338 -0.511
H -4.035 -1.454 -3.762
H -5.929 -0.515 -4.824
H -4.767 -1.196 -5.996
H -6.486 -1.029 -6.437
H -6.567 -4.865 -4.286
H -5.402 -6.006 -2.467
H -2.987 -6.458 0.192
H -4.705 -6.288 -0.248
H -3.541 -6.972 -1.420
H 1.729 1.859 -0.021
H 3.405 2.344 0.304
H 1.890 4.131 1.095
H 0.991 2.950 2.090
*
```

## Properties
relative energy (zero: lowest compared OMol25 entry of this formula, charge and spin): 51.01 kcal/mol
LUMO energy: 0.57 eV
SMILES: CCOC(=O)N1CCN(C(=O)CSc2nnc(-c3cc(OC)ccc3OC)o2)CC1


Entry 6:
Below is a structure of composition C19H24NSbSe4SiW, with properties calculated with ωB97M-V with the def2-TZVPD basis set.

Geometry as ORCA input:
```
! RIJCOSX wB97M-V def2-TZVPD def2/J DEFGRID3
* xyz 2 1
W -1.296 -1.860 0.188
C 0.192 -1.695 -1.352
Si 1.028 -0.169 -0.640
C -0.366 1.130 -0.713
N -1.668 0.398 -0.451
C -2.440 1.005 0.700
C -2.881 2.443 0.471
C -3.721 2.570 -0.793
C -2.955 1.994 -1.980
C -2.538 0.559 -1.685
C 2.731 0.367 -1.106
C 3.193 1.621 -0.694
C 4.478 2.032 -1.004
C 5.317 1.194 -1.727
C 4.871 -0.053 -2.143
C 3.586 -0.465 -1.835
C 0.878 -0.787 1.173
C 0.632 0.019 2.300
C 0.914 -0.422 3.581
C 1.485 -1.679 3.774
C 1.771 -2.494 2.686
C 1.462 -2.060 1.407
H 0.884 -2.530 -1.467
H -0.370 -1.603 -2.287
H -0.401 1.600 -1.692
H -0.245 1.936 0.009
H -1.823 0.931 1.596
H -3.320 0.373 0.843
H -2.016 3.109 0.422
H -3.453 2.745 1.349
H -3.982 3.612 -0.971
H -4.661 2.025 -0.666
H -2.109 2.632 -2.237
H -3.589 1.958 -2.867
H -2.011 0.098 -2.521
H -3.464 0.008 -1.503
H 2.550 2.288 -0.128
H 4.826 3.004 -0.684
H 6.320 1.516 -1.970
H 5.524 -0.701 -2.711
H 3.246 -1.437 -2.176
H 0.231 1.018 2.167
H 0.716 0.216 4.432
H 1.721 -2.011 4.776
H 2.244 -3.456 2.833
H 1.747 -2.692 0.574
Se -0.616 -4.468 0.079
Sb -2.823 -4.189 1.041
Se -3.321 -2.360 -0.875
Se -1.827 -2.049 2.467
Se -4.646 -5.222 2.008
*
```

## Properties
relative energy (zero: lowest compared OMol25 entry of this formula, charge and spin): 2.49 kcal/mol
LUMO energy: -9.21 eV


Entry 7:
Below is a structure of composition C19H25AuN4S2, with properties calculated with ωB97M-V with the def2-TZVPD basis set.

Geometry as ORCA input:
```
! RIJCOSX wB97M-V def2-TZVPD def2/J DEFGRID3
* xyz 2 1
Au -0.406 -0.338 -0.323
C -1.771 -0.634 2.370
N -0.738 -1.389 1.622
C -1.174 -2.784 1.365
C 0.574 -1.365 2.290
C 0.714 -1.733 3.613
C 1.951 -1.607 4.232
C 3.041 -1.120 3.523
C 2.909 -0.785 2.184
C 1.685 -0.971 1.547
N 1.454 -0.809 0.187
C 2.389 -0.737 -0.849
C 3.610 -1.408 -0.873
C 4.296 -1.501 -2.073
C 3.810 -0.913 -3.233
C 2.610 -0.223 -3.208
C 1.936 -0.107 -2.003
N 0.748 0.717 -1.822
C -0.026 0.984 -3.057
C 1.066 2.007 -1.130
H -2.042 -1.161 3.285
H -2.656 -0.539 1.745
H -1.388 0.352 2.623
H -1.304 -3.316 2.309
H -0.422 -3.290 0.765
H -2.123 -2.769 0.832
H -0.141 -2.068 4.187
H 2.047 -1.843 5.282
H 3.992 -0.983 4.019
H 3.747 -0.378 1.635
H 3.955 -1.947 -0.003
H 5.212 -2.075 -2.111
H 4.373 -0.982 -4.152
H 2.241 0.253 -4.105
H 0.566 1.593 -3.740
H -0.922 1.537 -2.785
H -0.300 0.044 -3.527
H 1.669 2.616 -1.806
H 1.627 1.811 -0.221
H 0.139 2.525 -0.899
S -2.642 -0.414 -1.121
C -3.355 1.104 -0.818
N -4.581 1.382 -1.183
C -5.138 2.697 -0.847
C -4.018 3.511 -0.171
S -2.579 2.398 0.007
H -5.142 0.693 -1.669
H -5.991 2.565 -0.185
H -5.481 3.181 -1.760
H -4.306 3.850 0.820
H -3.718 4.368 -0.766
*
```

## Properties
relative energy (zero: lowest compared OMol25 entry of this formula, charge and spin): 0.00 kcal/mol
LUMO energy (spin up / spin down): -7.95 / -7.98 eV


Entry 8:
Below is a structure of composition C19H25B2Br3O7Si2, with properties calculated with ωB97M-V with the def2-TZVPD basis set.

Geometry as ORCA input:
```
! RIJCOSX wB97M-V def2-TZVPD def2/J DEFGRID3
* xyz 0 1
C -2.573 6.594 0.250
C -1.372 5.691 0.596
B -0.045 6.054 -0.142
O 0.062 7.274 -0.751
Si 1.550 4.797 -0.166
Br 3.327 5.966 0.520
O 1.371 3.526 0.870
Si 0.807 2.031 0.405
B -0.469 2.068 -1.223
O -1.806 2.386 -1.075
C 0.036 1.769 -2.675
C 0.079 3.055 -3.553
C 0.039 1.320 1.975
Br -1.709 1.939 2.348
C 0.660 0.474 2.807
C 2.072 -0.046 2.665
Br -0.173 -0.151 4.402
H -2.556 7.516 0.837
H -2.582 6.863 -0.809
H -3.513 6.078 0.471
H -1.622 4.642 0.389
H -1.200 5.725 1.683
H 0.783 7.345 -1.385
H 1.942 4.275 -1.503
H 1.940 1.137 0.072
H -2.333 1.668 -0.698
H 0.996 1.242 -2.708
H -0.711 1.088 -3.105
H -0.183 3.962 -2.999
H -0.610 2.970 -4.396
H 1.077 3.199 -3.976
H 2.784 0.695 3.044
H 2.310 -0.298 1.631
H 2.200 -0.945 3.269
C -2.124 -2.289 1.569
C -2.265 -1.209 0.806
C -2.143 -1.283 -0.666
O -2.237 -0.273 -1.341
C -1.882 -2.604 -1.282
C -1.746 -3.691 -0.525
C -1.853 -3.613 0.957
O -1.719 -4.610 1.634
H -2.195 -2.257 2.649
H -2.453 -0.216 1.188
H -1.802 -2.627 -2.362
H -1.553 -4.674 -0.939
C 0.764 -6.360 0.727
C 1.920 -6.209 1.368
C 3.194 -6.722 0.803
O 4.245 -6.586 1.388
C 3.131 -7.410 -0.513
C 1.979 -7.557 -1.161
C 0.708 -7.038 -0.593
O -0.339 -7.151 -1.196
H -0.178 -5.992 1.119
H 1.992 -5.715 2.328
H 4.072 -7.775 -0.904
H 1.906 -8.049 -2.122
*
```

## Properties
relative energy (zero: lowest compared OMol25 entry of this formula, charge and spin): 3.72 kcal/mol
LUMO energy: -1.99 eV


Energy, record by record: -2263.5814 -1770.6536 -1183.1987 -1656.5621 -1807.0642 -10995.1504 -1889.5291 -9616.5382 a.u.